(1)
Entry from the OMol25 dataset: a cluster of 2 separate species, C2H6NOS in total (ωB97M-V/def2-TZVPD).

Geometry as ORCA input:
```
! RIJCOSX wB97M-V def2-TZVPD def2/J DEFGRID3
* xyz -1 1
C 0.9728 -1.6981 -0.6072
S 0.9770 -1.6519 1.2228
H 1.9640 -1.5837 -1.0561
H 0.5710 -2.6530 -0.9590
H 0.3331 -0.9076 -1.0109
C -1.2455 1.5140 -0.0686
N -0.3152 1.3271 0.8830
O -1.6303 2.5977 -0.4833
H -1.6242 0.5477 -0.4312
H 0.0596 0.3774 1.0744
H -0.0622 2.1304 1.4360
*
```

Results
- Gap between HOMO and LUMO: 6.87 eV
- LUMO energy: 4.07 eV

(2)
Entry from the OMol25 dataset: a cluster of 2 separate species, C2H6NS in total (ωB97M-V/def2-TZVPD).

Geometry as ORCA input:
```
! RIJCOSX wB97M-V def2-TZVPD def2/J DEFGRID3
* xyz -1 1
S 1.7047 -1.4671 2.4482
H 0.8508 -2.4081 2.1550
C 0.3977 1.1895 -0.9172
C -1.2772 -0.3282 -0.2293
N -0.9537 0.5516 -1.0769
H 0.5184 1.1963 0.1646
H 1.1873 0.6225 -1.4026
H 0.3615 2.1196 -1.4797
H -2.2908 -0.5532 0.0852
H -0.4986 -0.9229 0.2529
*
```

Results
- Gap between HOMO and LUMO: 6.71 eV
- LUMO energy: 4.12 eV

(3)
Entry from the OMol25 dataset: a structure of composition C2H6NS3 (ωB97M-V/def2-TZVPD).

Geometry as ORCA input:
```
! RIJCOSX wB97M-V def2-TZVPD def2/J DEFGRID3
* xyz 1 1
C 1.5132 0.2908 0.7267
C 0.9750 -0.5579 -0.3229
N -0.1720 -1.2180 -0.2063
S 2.9378 0.9926 -0.2478
S 2.1151 -0.3826 -1.5380
S -2.5042 0.5134 -0.5893
H 0.9324 1.1318 1.3032
H 1.9508 -0.1863 1.5049
H -0.6384 -0.8249 0.6608
H -0.6758 -1.9071 -0.8563
H -3.3262 1.4186 -1.1423
H -3.1076 0.7298 0.7072
*
```

Results
- Gap between HOMO and LUMO: 8.73 eV
- LUMO energy: -4.72 eV

(4)
Entry from the OMol25 dataset: the molecule C2H6O (ωB97M-V/def2-TZVPD).

Geometry as ORCA input:
```
! RIJCOSX wB97M-V def2-TZVPD def2/J DEFGRID3
* xyz 0 1
C -1.2285 -0.2322 -0.0422
C 0.1164 0.5521 0.0633
O 1.2395 -0.2580 -0.1023
H -2.0879 0.4520 0.1681
H -1.2828 -1.0903 0.7435
H -1.2680 -0.6343 -1.0391
H 0.1458 1.2954 -0.7272
H 0.1194 1.1136 0.9838
H 1.1297 -0.9917 0.5623
*
```

Results
- Gap between HOMO and LUMO: 11.34 eV
- Structure (SMILES): CCO
- LUMO energy: 1.04 eV

(5)
Entry from the OMol25 dataset: a cluster of 2 separate species, C2H6O in total (ωB97M-V/def2-TZVPD).

Geometry as ORCA input:
```
! RIJCOSX wB97M-V def2-TZVPD def2/J DEFGRID3
* xyz 0 1
C 0.9202 0.1540 0.5668
C 0.0349 0.1223 -0.5841
O -1.8747 -0.0934 0.1941
H 1.6885 0.6890 0.1594
H 0.5312 0.8220 1.3442
H 1.0948 -0.8850 0.9404
H 0.0118 -0.8058 -1.0907
H -0.0954 0.9043 -1.2920
H -2.3112 -0.9073 -0.2381
*
```

Results
- Gap between HOMO and LUMO: 10.23 eV
- LUMO energy: 0.56 eV

(6)
Entry from the OMol25 dataset: a cluster of 2 separate species, C2H6O2 in total (ωB97M-V/def2-TZVPD).

Geometry as ORCA input:
```
! RIJCOSX wB97M-V def2-TZVPD def2/J DEFGRID3
* xyz 0 1
C -0.3279 0.9586 -1.9108
O 0.7876 0.7479 -1.5166
H -1.1434 0.2852 -1.6043
H -0.5702 1.8041 -2.5675
C 0.5162 -0.8753 1.2014
O -0.8538 -0.5340 1.5099
H 0.8895 -1.4243 2.0624
H 1.0996 0.0288 1.0385
H 0.5225 -1.4144 0.2621
H -0.9202 0.4234 1.5248
*
```

Results
- Gap between HOMO and LUMO: 10.90 eV
- Structure (SMILES): C=O.CO
- LUMO energy: 0.68 eV

(7)
Entry from the OMol25 dataset: a cluster of 2 separate species, C2H6O2 in total (ωB97M-V/def2-TZVPD).

Geometry as ORCA input:
```
! RIJCOSX wB97M-V def2-TZVPD def2/J DEFGRID3
* xyz 0 1
C 1.4517 0.6412 -0.4950
O 1.8426 -0.4610 -0.1360
H 1.4657 1.4887 0.2223
H 1.3656 0.7567 -1.6255
C -0.9950 -0.6104 -0.0281
O -0.5080 0.1856 1.1455
H -2.0895 -0.4851 0.1519
H -0.6575 -1.7058 0.1633
H -0.5788 -0.2784 -1.0175
H -1.2969 0.4685 1.6191
*
```

Results
- Gap between HOMO and LUMO: 10.64 eV
- Structure (SMILES): C=O.CO
- LUMO energy: 0.87 eV

(8)
Entry from the OMol25 dataset: the molecule C2H6O2 (ωB97M-V/def2-TZVPD).

Geometry as ORCA input:
```
! RIJCOSX wB97M-V def2-TZVPD def2/J DEFGRID3
* xyz 0 1
C 0.0905 1.2638 0.4383
O -0.7353 0.0927 0.6167
C -0.1958 -1.1121 0.0407
O 0.5857 -0.8034 -1.1237
H 0.9217 1.0515 0.9007
H 0.4012 1.2472 -0.6499
H -0.6646 2.0894 0.9221
H 0.7099 -1.6088 0.7580
H -1.1333 -1.7153 -0.1083
H 0.0200 -0.5051 -1.7946
*
```

Results
- Gap between HOMO and LUMO: 10.81 eV
- Structure (SMILES): COCO
- LUMO energy: 0.89 eV

(9)
Entry from the OMol25 dataset: a cluster of 2 separate species, C2H6O2 in total (ωB97M-V/def2-TZVPD).

Geometry as ORCA input:
```
! RIJCOSX wB97M-V def2-TZVPD def2/J DEFGRID3
* xyz 0 1
C -0.4011 -1.2868 -1.1900
C -0.5053 0.0525 -1.2496
O -0.4681 0.8698 -0.1652
H -0.8457 -1.8827 -0.4018
H 0.1052 -1.8061 -1.9864
H -0.8253 0.5763 -2.1416
H -0.3627 0.2502 0.5748
O 1.2403 0.7890 2.0203
H 0.8971 1.5629 1.5647
H 1.1656 0.8749 2.9748
*
```

Results
- Gap between HOMO and LUMO: 9.36 eV
- Structure (SMILES): C=CO.O
- LUMO energy: 0.84 eV

(10)
Entry from the OMol25 dataset: a cluster of 2 separate species, C2H6O2P in total (ωB97M-V/def2-TZVPD).

Geometry as ORCA input:
```
! RIJCOSX wB97M-V def2-TZVPD def2/J DEFGRID3
* xyz -1 1
C 0.9342 1.3124 -1.0975
C -0.9871 -1.1553 1.0283
O 0.9350 -2.7445 -0.5159
O -1.1383 -2.1366 -1.8338
P -0.1881 -1.7798 -0.7886
H 1.6295 1.5799 -1.8969
H 0.0194 1.8472 -0.8698
H 1.3900 1.1594 -0.0855
H -0.8104 -1.9233 1.8023
H -0.3222 -0.2964 1.1186
H -2.0251 -0.8773 0.7590
*
```

Results
- Gap between HOMO and LUMO (alpha / beta): 7.88 / 6.04 eV
- LUMO energy (alpha / beta): 3.93 / 3.73 eV

Respective max |F| values: 0.73, 2.06, 4.53, 2.00, 4.80, 1.07, 3.15, 6.58, 1.37, 3.08 eV/A.